Molecular formula: C52H46BBrCdF4IN7O2S4
Method: DFT, ωB97M-V/def2-TZVPD

Last column: Löwdin charge in e.
Cartesian coordinates (Å):
1 Cd -21.1959 -6.1735 5.8191  1.35
2 C -19.5771 -6.5430 10.1237  -0.05
3 C -19.8410 -6.4250 8.6828  -0.31
4 N -20.9375 -6.8272 8.0842  -0.06
5 N -21.6954 -7.6985 8.7668  -0.03
6 C -22.8074 -8.1536 8.1794  -0.83
7 N -23.5326 -9.0914 8.7872  0.08
8 S -23.2466 -7.7131 6.5237  0.51
9 C -18.8421 -5.8739 7.8467  -0.23
10 C -17.5481 -5.5236 8.3905  0.01
11 C -16.6688 -4.8728 7.5727  -0.05
12 C -16.9850 -4.7677 6.2269  -0.06
13 C -18.1090 -5.3334 5.7094  -0.13
14 N -19.0553 -5.8313 6.5120  0.02
15 H -20.4866 -6.8027 10.6864  0.08
16 H -18.7929 -7.2942 10.2968  0.10
17 H -19.2266 -5.5687 10.4739  0.04
18 H -23.3425 -9.4623 9.7119  0.11
19 H -24.1987 -9.5247 8.1751  0.07
20 H -17.3731 -5.8009 9.4295  0.11
21 H -15.7422 -4.5172 7.9446  0.10
22 H -16.1942 -4.3804 5.5936  0.11
23 H -18.3033 -5.4082 4.6376  0.12
24 C -18.1697 2.7125 10.6489  -0.07
25 C -18.7453 1.3489 10.4660  -0.27
26 C -19.5311 1.1277 9.3275  -0.04
27 C -20.0763 -0.1274 9.1241  -0.07
28 C -19.9583 -1.1327 10.1036  -0.38
29 C -19.3090 -0.9128 11.3073  -0.06
30 C -18.6737 0.3299 11.4865  -0.01
31 S -20.4180 -2.7760 9.6177  1.06
32 O -19.2165 -3.5573 10.1898  -0.53
33 C -21.8104 -3.1867 10.7227  -0.27
34 C -21.5261 -3.8759 11.9230  -0.06
35 C -22.5415 -4.1731 12.8134  -0.01
36 C -23.9191 -3.9117 12.4907  -0.12
37 C -25.0211 -4.3777 13.2914  -0.04
38 C -26.2826 -4.0682 12.9508  -0.11
39 C -26.5579 -3.2199 11.8703  -0.08
40 C -25.5442 -2.7142 11.0677  -0.02
41 C -24.1853 -3.0924 11.3197  -0.10
42 C -23.1101 -2.7389 10.4154  -0.15
43 C -23.3698 -1.7563 9.3276  -0.15
44 C -23.6677 -0.3649 9.6014  -0.12
45 C -23.7408 0.1822 10.9135  0.00
46 C -23.9284 1.5429 11.1364  -0.07
47 C -24.1853 2.3972 10.0613  -0.08
48 C -24.2626 1.8670 8.7773  -0.03
49 C -23.9171 0.5101 8.5179  -0.17
50 C -23.8008 0.0769 7.1723  -0.01
51 C -23.4814 -1.2407 6.9258  -0.05
52 C -23.4120 -2.2029 7.9930  -0.25
53 S -23.3669 -4.0013 7.4698  1.03
54 O -22.2076 -4.1729 6.4264  -0.63
55 C -24.8111 -3.9791 6.4375  -0.41
56 C -26.0392 -3.7087 7.0552  -0.08
57 C -27.1142 -3.4024 6.2319  -0.03
58 C -26.9113 -3.2373 4.8221  -0.25
59 C -27.9883 -2.6969 3.8886  -0.06
60 C -25.7115 -3.6689 4.2325  -0.02
61 C -24.6474 -4.1241 5.0521  -0.04
62 H -17.6710 3.1289 9.7197  0.10
63 H -17.5015 2.7568 11.5094  0.07
64 H -18.9928 3.3956 10.8719  0.08
65 H -19.4754 1.9311 8.5376  0.14
66 H -20.6657 -0.3418 8.2436  0.10
67 H -19.1319 -1.7412 11.9880  0.11
68 H -18.0270 0.4980 12.3577  0.11
69 H -20.5019 -4.2082 12.1236  0.11
70 H -22.2845 -4.6403 13.7649  0.12
71 H -24.8007 -5.0614 14.0951  0.11
72 H -27.1162 -4.5378 13.4866  0.11
73 H -27.6546 -2.9649 11.6153  0.13
74 H -25.8111 -2.0274 10.2787  0.11
75 H -23.5291 -0.4644 11.8046  0.14
76 H -23.8440 1.9442 12.1264  0.10
77 H -24.4145 3.4835 10.1990  0.12
78 H -24.5354 2.5300 7.9557  0.11
79 H -23.8101 0.7781 6.3433  0.12
80 H -23.3501 -1.6214 5.9156  0.12
81 H -26.2061 -3.8057 8.1315  0.11
82 H -28.1121 -3.2283 6.6433  0.11
83 H -27.4877 -2.2649 2.9907  0.09
84 H -28.5112 -1.9020 4.3753  0.06
85 H -28.7550 -3.4133 3.5282  0.09
86 H -25.5739 -3.6780 3.1547  0.12
87 H -23.7755 -4.6016 4.6039  0.08
88 F -20.4621 -6.4153 3.6945  -0.04
89 B -21.1173 -5.2857 3.0403  -1.24
90 F -22.5229 -5.5278 3.3522  0.00
91 F -20.6136 -4.1495 3.6996  0.10
92 F -20.9627 -5.3036 1.6797  0.15
93 C -15.8244 -11.2991 5.6935  -0.15
94 C -16.3944 -9.9108 5.8618  -0.25
95 C -17.9028 -9.8109 5.6331  -0.59
96 N -18.4667 -8.6488 5.7717  0.00
97 N -19.8093 -8.6973 5.5558  -0.05
98 C -20.3341 -9.8923 5.4498  -0.70
99 N -21.6120 -10.1328 5.1733  0.08
100 S -19.0750 -11.1442 5.6011  1.03
101 H -14.7294 -11.2958 5.7801  0.07
102 H -16.0223 -11.7352 4.6855  0.08
103 H -16.1694 -12.0685 6.3841  0.06
104 H -15.9568 -9.1985 5.1352  0.11
105 H -16.2270 -9.4461 6.9207  0.14
106 H -22.2687 -9.4162 5.5289  -0.04
107 H -21.9696 -11.0650 5.0107  0.07
108 Br -23.7627 -11.6124 2.3874  0.71
109 C -24.5439 -9.9155 2.2766  -0.75
110 C -25.8808 -9.7426 2.5856  -0.14
111 C -26.4591 -8.4557 2.6463  -0.10
112 C -25.7048 -7.3536 2.4178  -0.09
113 C -24.3500 -7.5009 2.0162  -0.16
114 C -23.8106 -8.7554 1.8508  -0.76
115 I -21.9553 -8.8965 0.9572  0.94
116 H -26.4770 -10.6399 2.7208  0.10
117 H -27.5218 -8.2435 2.7984  0.11
118 H -26.0627 -6.3127 2.5758  0.11
119 H -23.7289 -6.5901 1.7536  0.11

## Properties
Orbital gap (eV): 6.8
ΔE to the lowest compared entry with this formula, charge and spin (kcal per mole): 61.71